# 1
The following is a DFT calculation (ωB97M-V/def2-TZVPD) of a structure of composition C18H25BBeCaCl2F3LiN3O18S3 in a non-equilibrium geometry.

Cartesian coordinates (Å):
C (0.07956, -6.61989, -0.44499)
C (0.00983, -5.18504, -0.87732)
O (0.97708, -4.46193, -0.80070)
N (-1.07620, -4.49163, -1.31249)
C (-1.47448, -4.74727, -2.71658)
S (-2.25075, -4.59936, -0.14901)
O (-1.53124, -4.15341, 1.06115)
O (-2.73880, -5.94865, -0.01900)
N (-3.41950, -3.53895, -0.49360)
S (-4.72891, -3.88914, 0.42757)
O (-4.44471, -4.37926, 1.74356)
O (-5.48642, -2.68612, 0.53791)
C (-5.72374, -5.05230, -0.53474)
C (-6.91842, -5.58346, 0.23567)
O (-6.85744, -6.34824, 1.11577)
Cl (-8.53335, -4.98164, -0.29951)
H (0.37030, -7.26494, -1.27417)
H (0.88207, -6.69360, 0.29386)
H (-0.82695, -6.97878, 0.03499)
H (-2.40635, -5.30157, -2.81437)
H (-0.68881, -5.25977, -3.28284)
H (-1.59172, -3.76583, -3.17918)
H (-6.08460, -4.50844, -1.40407)
H (-5.09981, -5.88341, -0.85636)
Ca (0.78785, -3.20679, 1.07553)
C (3.44263, 1.31970, 3.62392)
C (2.46315, 0.43217, 2.89423)
O (2.55889, -0.78564, 3.09369)
O (1.60894, 1.05861, 2.13293)
H (4.11486, 0.72817, 4.24114)
H (4.07018, 1.93088, 2.87572)
H (2.90282, 2.02004, 4.26134)
Be (1.83764, 0.89181, 0.37233)
O (3.23614, 4.25530, -3.03708)
S (3.36728, 2.85442, -3.03685)
O (3.33228, 2.07706, -1.82082)
O (4.75839, 2.46459, -3.78464)
C (5.98124, 3.09864, -3.30034)
C (6.36554, 2.54815, -1.94931)
C (2.22807, 2.15430, -4.18257)
H (5.87843, 4.18261, -3.25756)
H (6.74393, 2.87951, -4.04570)
H (5.63293, 2.82030, -1.18792)
H (7.33412, 2.91670, -1.62100)
H (6.37894, 1.46836, -1.99955)
H (2.28849, 2.70219, -5.11849)
H (1.23523, 2.25548, -3.74561)
H (2.46299, 1.10100, -4.33031)
B (0.43998, 5.67426, 2.11756)
O (-0.06566, 4.68633, 1.08099)
C (0.89016, 3.87387, 0.85804)
O (0.91898, 2.93526, 0.08571)
C (2.10422, 4.20322, 1.68538)
O (3.11438, 3.55384, 1.60309)
O (1.84834, 5.25389, 2.42377)
F (-0.34125, 5.61397, 3.25582)
F (0.42742, 6.93214, 1.56508)
Cl (-1.93733, -1.86793, -2.10806)
Li (4.84832, 0.56771, -2.77840)
N (-2.65235, 1.03977, 3.53448)
C (-3.94226, 1.35992, 3.52761)
C (-4.95207, 0.48796, 3.14134)
C (-4.59981, -0.78718, 2.73626)
C (-3.26103, -1.13675, 2.73558)
C (-2.33434, -0.18843, 3.14393)
H (-4.17080, 2.37009, 3.84874)
H (-5.98611, 0.80323, 3.15741)
H (-5.35426, -1.49845, 2.42464)
H (-2.94397, -2.12526, 2.42400)
H (-1.26935, -0.41718, 3.16264)
F (5.31636, 2.18051, 1.77462)
C (0.75889, 7.24289, -1.91800)
O (1.64746, 6.48992, -1.42367)
O (-0.44943, 7.19464, -1.23268)
O (0.83507, 7.97296, -2.90774)
H (-0.13520, 6.56000, -0.56221)

The calculation puts the total energy at -5358.82467 Eh. As for the net charge: -1. As for the largest force on an atom: 5.84 eV Å⁻¹. The calculation puts the HOMO-LUMO gap at 0.07299 Ha.

Atomic partial charges in e from the Löwdin method, atoms 1 to 8:
1 C 0.0393
2 C -0.5697
3 O -0.0894
4 N -0.2727
5 C -0.1028
6 S 0.5069
7 O -0.4388
8 O -0.3047

***

# 2
The following is a DFT calculation (ωB97M-V/def2-TZVPD) of a structure of composition C18H25Br39OSi in a non-equilibrium geometry.

Cartesian coordinates (Å):
C (-3.81190, -1.34886, -0.49749)
C (-3.18067, -1.14187, 0.66476)
Si (-2.31667, 0.49066, 0.92704)
O (-1.14692, 0.42016, 2.10219)
C (-0.92989, -0.82549, 2.77055)
C (-0.43238, -0.54173, 4.16899)
C (-1.31270, 0.49347, 4.85411)
H (-4.58151, -0.69080, -0.85605)
H (-3.59331, -2.20429, -1.11506)
H (-3.21645, -1.94119, 1.39477)
H (-1.77348, 0.88175, -0.38791)
H (-3.26225, 1.57435, 1.31673)
H (-1.82333, -1.41813, 2.87710)
H (-0.15938, -1.36126, 2.25207)
H (0.58013, -0.18398, 4.11365)
H (-0.47154, -1.44649, 4.74410)
H (-1.51946, 0.23249, 5.87475)
H (-2.24320, 0.63908, 4.33792)
H (-0.82762, 1.45107, 4.87305)
C (-1.51448, -3.15688, -4.51632)
Br (-1.22612, -1.31813, -4.97971)
Br (-0.19640, -3.78602, -3.26612)
Br (-3.30536, -3.46067, -3.88207)
H (-1.39861, -3.73469, -5.42068)
C (0.19484, -6.26966, 0.15201)
Br (1.84092, -5.96383, -0.80156)
Br (0.47278, -7.36064, 1.71083)
Br (-0.69834, -4.62693, 0.59347)
H (-0.45662, -6.81850, -0.50865)
C (1.11139, 4.00992, 2.00121)
Br (2.25412, 4.78895, 0.65320)
Br (2.13464, 3.53925, 3.55507)
Br (-0.34511, 5.19332, 2.42745)
H (0.68986, 3.09755, 1.59964)
C (6.02409, 3.43074, 1.82199)
Br (6.43670, 2.82756, 3.59949)
Br (6.42586, 5.29693, 1.58887)
Br (6.90134, 2.35012, 0.49560)
H (4.95938, 3.31403, 1.68132)
C (10.20830, 4.72934, 2.40287)
Br (10.61413, 4.13373, 4.18468)
Br (10.61188, 6.59439, 2.16881)
Br (11.07640, 3.64112, 1.07722)
H (9.14444, 4.61574, 2.26259)
C (-3.78248, -5.23702, 3.55329)
Br (-3.82057, -3.96366, 2.10681)
Br (-5.01066, -4.75720, 4.95326)
Br (-4.07754, -7.03077, 2.92502)
H (-2.79004, -5.20494, 3.97429)
C (-0.97135, 5.78960, -2.15357)
Br (-0.21545, 6.15691, -3.88141)
Br (-2.15053, 7.20046, -1.58777)
Br (-1.82564, 4.07409, -2.09346)
H (-0.16144, 5.76212, -1.44986)
C (-6.24055, -10.64161, 2.97294)
Br (-4.59251, -10.23133, 2.05148)
Br (-5.92456, -11.79042, 4.48086)
Br (-7.22780, -9.07384, 3.47429)
H (-6.85546, -11.18921, 2.27806)
C (-4.35723, 5.08461, 1.20391)
Br (-3.72255, 3.74065, 2.42583)
Br (-5.06202, 4.28321, -0.39817)
Br (-5.64754, 6.24702, 2.03465)
H (-3.51495, 5.69664, 0.91762)
C (-0.31055, -2.73338, -8.83661)
Br (0.01473, -0.90603, -9.33134)
Br (0.94429, -3.34846, -7.51274)
Br (-2.12407, -2.99482, -8.25374)
H (-0.16718, -3.33699, -9.71748)
C (3.92958, 0.58517, -1.13827)
Br (3.62362, 1.93873, -2.46751)
Br (2.92236, 0.94809, 0.45541)
Br (3.56787, -1.17647, -1.82988)
H (4.97531, 0.62607, -0.87544)
C (9.35876, -0.26550, -2.33028)
Br (10.71085, -0.62962, -1.01432)
Br (7.65054, -0.98074, -1.80710)
Br (9.24022, 1.61316, -2.72674)
H (9.65133, -0.76743, -3.23787)
C (-6.40738, 5.74826, -4.38506)
Br (-6.48801, 3.87915, -3.92535)
Br (-4.89609, 6.63017, -3.60482)
Br (-6.47722, 5.99960, -6.29097)
H (-7.28744, 6.21146, -3.96985)

The calculation puts the total energy at -101451.92997 Eh. As for the largest force on an atom: 2.00 eV Å⁻¹. For the relative energy (zero: lowest compared OMol25 entry of this formula, charge and spin), the calculation gives 108.8 kJ/mol. The calculation puts the HOMO-LUMO gap at 0.30143 Ha.

Atomic partial charges in e from the Löwdin method, atoms 1 to 8:
1 C -0.0661
2 C -0.3102
3 Si 0.5642
4 O -0.2969
5 C -0.2783
6 C -0.2156
7 C -0.0848
8 H 0.0595

***

# 3
The following is a DFT calculation (ωB97M-V/def2-TZVPD) of a structure of composition C18H25BrInN13OS2.

Cartesian coordinates (Å):
In (0.21237, -2.83162, 0.79199)
N (2.83463, -1.42923, 2.76020)
C (1.61127, -1.51303, 3.41255)
N (1.45650, -1.18835, 4.68238)
N (0.14675, -1.43199, 4.92806)
N (-0.44040, -1.86825, 3.86541)
N (0.47587, -1.93270, 2.86107)
C (2.95439, -1.19323, 1.39747)
N (4.01785, -0.60362, 0.87326)
N (3.77295, -0.59334, -0.45500)
N (2.62994, -1.13912, -0.70238)
N (2.06980, -1.53465, 0.46637)
H (3.55912, -1.00048, 3.30946)
O (-2.05034, -1.89182, -4.02267)
S (-0.78666, -2.44128, -3.41928)
C (0.44371, -2.42177, -4.77936)
C (1.19100, -1.07372, -4.76393)
C (0.43770, -0.14835, -3.80851)
C (0.05600, -1.04088, -2.63893)
H (-0.15909, -2.57721, -5.67311)
H (1.10732, -3.27573, -4.63208)
H (1.26058, -0.64387, -5.76407)
H (2.20550, -1.22374, -4.39124)
H (-0.47354, 0.22685, -4.28064)
H (1.04480, 0.70580, -3.50052)
H (-0.64344, -0.59457, -1.93199)
H (0.93843, -1.40350, -2.10689)
C (0.55448, 1.54347, 2.30192)
N (0.49462, 3.00908, 2.50307)
C (-0.78687, 3.48230, 1.97154)
N (-0.96488, 3.17122, 0.54792)
C (-0.86336, 1.70494, 0.39878)
N (0.41367, 1.19009, 0.89054)
C (1.49375, 1.82807, 0.13854)
N (1.45858, 3.30192, 0.27412)
C (1.56859, 3.61341, 1.70552)
C (0.15099, 3.77379, -0.18668)
H (-0.23981, 1.06830, 2.88110)
H (1.51418, 1.17693, 2.66881)
H (-0.84804, 4.56581, 2.10602)
H (-1.59412, 3.01106, 2.53510)
H (-0.96586, 1.45234, -0.65884)
H (-1.68030, 1.23807, 0.94497)
H (1.40836, 1.55901, -0.91451)
H (2.45406, 1.46568, 0.50897)
H (1.53797, 4.69883, 1.83653)
H (2.52675, 3.23906, 2.06859)
H (0.04317, 3.53711, -1.24708)
H (0.10431, 4.85919, -0.06283)
S (0.68495, -5.05686, 0.42302)
Br (-6.39724, -0.91611, 0.20301)
C (-4.52591, -1.33074, 0.28930)
C (-3.97472, -2.16360, -0.66510)
C (-2.61893, -2.47052, -0.57054)
C (-1.79263, -1.94455, 0.42799)
C (-2.41143, -1.12053, 1.37628)
C (-3.76787, -0.80446, 1.31949)
H (-4.58314, -2.57222, -1.46093)
H (-2.21003, -3.15657, -1.30325)
H (-1.83313, -0.71851, 2.20078)
H (-4.22317, -0.17158, 2.07025)

The calculation puts the total energy at -5048.54867 Eh. As for the net charge: -2. As for the largest force on an atom: 0.36 eV Å⁻¹. For the relative energy (zero: lowest compared OMol25 entry of this formula, charge and spin), the calculation gives 41.1 kJ/mol. The calculation puts the HOMO-LUMO gap at 0.20012 Ha.

Atomic partial charges in e from the natural (NBO) method, atoms 1 to 8:
1 In 1.4002
2 N -0.6011
3 C 0.4463
4 N -0.4113
5 N -0.1256
6 N -0.1242
7 N -0.4916
8 C 0.4473

***

# 4
The following is a DFT calculation (ωB97M-V/def2-TZVPD) of an isolated molecule of C18H25BrN2O4S.

Cartesian coordinates (Å):
C (-1.45340, 4.59565, 1.52746)
H (-2.20120, 5.38445, 1.52708)
H (-1.23948, 4.30539, 0.50147)
H (-0.54000, 4.98727, 1.96682)
C (-1.96906, 3.38415, 2.30705)
C (-1.11999, 2.18034, 1.98962)
O (-1.53844, 1.21666, 1.38097)
N (0.18657, 2.22087, 2.39425)
C (1.10286, 1.25620, 1.99953)
C (1.18109, 0.57901, 0.79650)
C (2.21183, -0.33555, 0.62301)
C (3.11480, -0.57439, 1.64134)
C (3.07504, 0.13901, 2.83699)
C (2.07392, 1.06642, 2.99321)
C (1.79894, 2.00928, 4.12806)
H (2.69167, 2.54453, 4.44732)
H (1.40531, 1.46131, 4.98789)
C (0.74152, 2.95410, 3.52604)
H (-0.03787, 3.21341, 4.24164)
H (1.21415, 3.87473, 3.16757)
H (3.81926, -0.02344, 3.60111)
Br (4.47880, -1.86584, 1.38050)
H (2.32598, -0.81229, -0.33761)
S (0.29320, 1.08700, -0.70691)
O (1.21898, 0.73845, -1.76140)
O (-0.02409, 2.48568, -0.58247)
C (-1.19318, 0.08115, -1.05171)
H (-1.24272, 0.10161, -2.13880)
C (-0.99643, -1.31890, -0.49727)
H (0.06349, -1.52568, -0.36603)
C (-1.63691, -2.35353, -1.42252)
O (-2.75213, -2.78467, -1.19858)
N (-0.91981, -2.73348, -2.50229)
C (-1.52939, -3.68418, -3.41811)
C (-2.20469, -2.97746, -4.58970)
H (-2.63913, -3.70999, -5.26442)
H (-1.49036, -2.37324, -5.14530)
H (-2.99631, -2.33084, -4.22032)
H (-0.75878, -4.37017, -3.77727)
H (-2.27617, -4.24879, -2.85571)
C (0.44155, -2.33210, -2.80403)
C (1.46753, -3.26585, -2.15743)
H (2.47274, -2.92930, -2.39679)
H (1.35291, -3.28530, -1.07591)
H (1.34810, -4.28316, -2.52339)
H (0.56073, -2.37095, -3.88975)
H (0.62790, -1.30155, -2.49844)
H (-1.48715, -1.39313, 0.47361)
H (-2.05388, 0.58085, -0.62610)
H (-1.98326, 3.59123, 3.37884)
H (-2.98503, 3.14502, 1.99041)

The calculation puts the total energy at -4083.59227 Eh. As for the SMILES: CCC(=O)N1CCc2cc(Br)cc(S(=O)(=O)CCC(=O)N(CC)CC)c21. As for the largest force on an atom: 0.84 eV Å⁻¹. The calculation puts the HOMO-LUMO gap at 0.33003 Ha.

Atomic partial charges in e from the natural (NBO) method, atoms 1 to 8:
1 C -0.6036
2 H 0.2155
3 H 0.2423
4 H 0.1997
5 C -0.4964
6 C 0.7413
7 O -0.6368
8 N -0.4638